## A
C18H21ClN2O3S | the ωB97M-V functional and the def2-TZVPD basis

Computed properties:
SMILES string: Cc1ccc(S(=O)(=O)NCCC(=O)Nc2ccc(C)c(Cl)c2)cc1C
HOMO: -0.31060 Eh
LUMO energy: 0.570 eV
Frontier orbital gap: 9.0 eV

```
! RIJCOSX wB97M-V def2-TZVPD def2/J DEFGRID3
* xyz 0 1
Cl 1.13187 3.04526 -2.95301
S 0.61446 -2.93274 -0.02621
O 0.42796 -0.22378 3.06939
O 1.84788 -2.27281 -0.37757
O 0.17739 -4.00874 -0.86440
N 1.53648 0.04087 1.09104
N 0.76749 -3.62179 1.46800
C -0.77545 4.69016 -1.26667
C -1.80867 0.03547 -1.22194
C 0.03901 1.97776 1.26948
C -1.53721 -1.53669 1.07700
C 1.21245 -3.04792 2.72365
C -0.50445 3.09846 0.67039
C -2.65546 0.23785 -0.12510
C 1.25505 -0.58906 2.25926
C -2.51041 -0.55402 1.00569
C 0.70203 2.65224 -1.32211
C 0.92929 1.17866 0.56033
C -0.19064 3.46822 -0.63054
C -0.68288 -1.69831 0.00859
C 2.10644 -1.82908 2.50906
C -1.97226 0.83516 -2.47458
C -3.71177 1.29618 -0.17278
C 1.25771 1.52636 -0.74864
C -0.81791 -0.93096 -1.13188
H -0.22565 1.71600 2.27919
H 1.94390 0.91272 -1.31212
H -2.92994 0.60974 -2.94350
H -3.25512 2.27451 -0.31554
H -3.16892 -0.40302 1.84777
H -1.17931 0.60899 -3.18108
H -1.26093 4.44003 -2.20947
H -1.50067 5.15882 -0.60686
H -0.13777 -1.10682 -1.95089
H 1.77425 -3.82529 3.25428
H 2.66327 -1.65044 3.43151
H -4.39235 1.12227 -1.00503
H -1.95250 1.90026 -2.25527
H -1.19265 3.71083 1.23442
H 0.01108 5.41058 -1.48902
H 0.36370 -2.74551 3.35391
H 2.08580 -0.49672 0.42467
H -1.44673 -2.15206 1.95679
H -4.28529 1.31146 0.74966
H 2.80198 -2.02024 1.69586
H 0.14213 -4.40420 1.55367
*
```

Charges obtained by Mulliken population analysis, quoted in units of e: Cl -0.2305; S 1.3646; O -0.6292; O -0.6596; O -0.7400; N -0.0350; N -0.2870; C -1.8493; C 1.1031; C -0.7710; C -0.3657; C -0.4878; C -0.6443; C 1.2385; C 0.3942; C -1.2764; C 0.5605; C 0.3321; C 0.6267; C 0.2815; C -0.7935; C -1.9019; C -1.6660; C -0.5787; C -0.7490; H 0.4874; H 0.4894; H 0.4883; H 0.2319; H 0.3722; H 0.3759; H 0.3826; H 0.3754; H 0.3685; H 0.4007; H 0.4273; H 0.3621; H 0.2580; H 0.3611; H 0.4214; H 0.2779; H 0.2423; H 0.4185; H 0.3930; H 0.3739; H 0.2558

***

## B
C18H21ClN2O3S | the ωB97M-V functional and the def2-TZVPD basis

Computed properties:
SMILES string: CS(=O)(=O)N(CCc1ccccc1)CC(=O)NCc1ccc(Cl)cc1
HOMO: -0.32125 Eh
LUMO energy: 0.401 eV
Frontier orbital gap: 9.1 eV

```
! RIJCOSX wB97M-V def2-TZVPD def2/J DEFGRID3
* xyz 0 1
Cl -2.42617 4.30404 0.67949
S -1.27994 -1.05405 1.75040
O -1.52209 0.34415 1.55363
O -2.40480 -1.94877 1.66264
O -0.51349 -1.90766 -2.41819
N -2.41865 -1.90753 -1.18857
N -0.08062 -1.61417 0.74494
C -3.14943 -0.98251 -2.04177
C -3.03461 0.39636 -1.44395
C -3.81682 2.07878 0.08959
C 4.56123 1.10079 -1.50907
C 4.89392 2.15898 -0.68035
C -2.66551 2.80975 -0.14532
C -1.11051 -2.15011 -1.38722
C 3.73280 0.09297 -1.04902
C -3.99160 0.87000 -0.55779
C 2.29601 -0.94849 0.72357
C 3.56267 1.19603 1.06663
C -0.40195 -2.71143 -0.14967
C 3.22854 0.12798 0.24500
C -0.51986 -1.27366 3.37411
C -1.69955 2.35739 -1.02814
C 0.86597 -0.62616 0.26720
C -1.89068 1.15088 -1.67326
C 4.39236 2.20467 0.60889
H 4.64707 3.02823 1.25975
H -2.77330 -2.01222 -0.24397
H 0.52607 -3.20563 -0.44569
H 4.94823 1.06062 -2.51657
H -0.22502 -2.31022 3.46231
H -4.18969 -1.30848 -2.10196
H -0.80516 2.93681 -1.19753
H -1.04194 -3.40507 0.39406
H 3.17316 1.23724 2.07414
H -2.68784 -1.02323 -3.03084
H -1.25741 -1.01727 4.12392
H 0.83775 -0.56945 -0.82474
H -1.13792 0.78100 -2.35366
H 5.54165 2.94545 -1.03810
H 3.47405 -0.73064 -1.69861
H -4.87865 0.28545 -0.36231
H -4.55716 2.44336 0.78422
H 2.32325 -1.02063 1.81221
H 0.33226 -0.61117 3.43758
H 0.55146 0.34105 0.66383
H 2.59190 -1.91342 0.30819
*
```

Charges obtained by Mulliken population analysis, quoted in units of e: Cl -0.2441; S 1.1353; O -0.5137; O -0.8026; O -0.6226; N -0.0800; N 0.4902; C -1.4330; C 0.4943; C -0.7325; C -0.6775; C -0.4162; C 0.4455; C 0.5498; C -0.2084; C -0.2785; C -0.9248; C -0.2266; C -1.0619; C 0.3643; C -1.1392; C -0.7936; C -1.1321; C -0.1014; C -0.6762; H 0.3756; H 0.3878; H 0.4285; H 0.3793; H 0.3514; H 0.4423; H 0.4678; H 0.5110; H 0.3585; H 0.4196; H 0.4249; H 0.2658; H 0.4308; H 0.3781; H 0.3902; H 0.3712; H 0.4284; H 0.3649; H 0.3095; H 0.7659; H 0.3338

***

Most stable structure - A; separation to the second - 0.0215 hartree.